Entry 1:
{"formula": "C20H20N4O2S2", "method": "the ωB97M-V functional and the def2-TZVPD basis", "energy_ev": -52790.3263, "smiles": "COc1ccccc1-n1c(=O)c2c3c(sc2n2c(SC(C)C)nnc12)CCC3", "de_lowest_ev": 1.685, "homo_lumo_gap_ev": 8.57, "e_homo_ev": -8.23, "elements": ["C", "O", "C", "C", "C", "C", "C", "C", "N", "C", "O", "C", "C", "C", "S", "C", "N", "C", "S", "C", "C", "C", "N", "N", "C", "C", "C", "C", "H", "H", "H", "H", "H", "H", "H", "H", "H", "H", "H", "H", "H", "H", "H", "H", "H", "H", "H", "H"], "positions_angstrom": [[2.1789, 0.1302, -2.5547], [3.4334, 0.4785, -2.0219], [3.6371, 0.6024, -0.6878], [4.9272, 1.0357, -0.3569], [5.3169, 1.2249, 0.9485], [4.4216, 0.9881, 1.9804], [3.1492, 0.5562, 1.6757], [2.7473, 0.3592, 0.3592], [1.4047, -0.1212, 0.1737], [1.1749, -1.4959, 0.1704], [2.0939, -2.2846, 0.2023], [-0.2373, -1.8582, 0.1087], [-0.7895, -3.1628, 0.0870], [-2.1472, -3.1646, 0.0510], [-2.8400, -1.5780, 0.0370], [-1.2449, -0.9105, 0.0883], [-0.9240, 0.4149, 0.1127], [-1.5987, 1.6178, 0.0955], [-3.3281, 1.6728, 0.0351], [-3.6719, 3.4827, 0.0403], [-3.1791, 4.1157, 1.3276], [-3.0949, 4.1393, -1.1992], [-0.7458, 2.6022, 0.1269], [0.5050, 2.0987, 0.1659], [0.4058, 0.8019, 0.1611], [-2.7333, -4.5316, 0.0008], [-1.5046, -5.4119, 0.3307], [-0.2469, -4.5508, 0.0708], [1.8840, -0.8848, -2.2726], [2.3084, 0.1716, -3.6362], [1.4040, 0.8449, -2.2627], [5.6067, 1.2157, -1.1749], [6.3202, 1.5589, 1.1645], [4.7132, 1.1343, 3.0083], [2.4356, 0.3574, 2.4616], [-4.7660, 3.4917, 0.0039], [-3.5870, 3.5996, 2.1941], [-3.4943, 5.1564, 1.3625], [-2.0931, 4.0766, 1.3643], [-3.4094, 5.1801, -1.2368], [-2.0088, 4.1020, -1.1629], [-3.4421, 3.6385, -2.1004], [-3.1248, -4.7443, -0.9979], [-3.5463, -4.6713, 0.7136], [-1.5372, -5.6918, 1.3835], [-1.4964, -6.3253, -0.2600], [0.1970, -4.7645, -0.9039], [0.5271, -4.6969, 0.8225]], "atomic_forces_ev_per_a": [[-0.37, -0.10, -0.22], [0.25, 0.03, 0.24], [0.14, 0.09, 0.16], [-0.12, -0.05, -0.10], [-0.05, -0.02, -0.10], [-0.12, -0.04, 0.15], [0.17, 0.05, -0.07], [0.14, -0.03, -0.07], [0.53, -0.17, 0.04], [-0.02, 0.00, -0.01], [-0.06, -0.10, -0.03], [-0.59, 0.38, -0.02], [-0.58, -0.01, 0.06], [0.42, 0.28, 0.09], [0.49, -0.18, 0.00], [-0.04, -0.93, -0.05], [0.85, 0.92, 0.05], [-0.01, 0.25, -0.01], [-0.56, -0.04, -0.02], [0.29, -0.26, 0.01], [-0.07, 0.00, 0.08], [-0.06, 0.01, -0.09], [-1.07, 0.10, -0.03], [1.30, -0.62, 0.03], [-0.85, 0.55, -0.03], [-0.29, -0.13, -0.10], [0.04, -0.01, 0.00], [0.17, -0.12, -0.01], [0.05, 0.06, -0.05], [-0.06, -0.01, 0.09], [0.06, -0.02, -0.04], [0.08, 0.02, -0.09], [0.10, 0.03, 0.00], [0.02, 0.01, 0.10], [-0.09, -0.02, 0.05], [0.08, -0.08, 0.00], [-0.02, 0.01, 0.07], [-0.03, 0.14, 0.01], [-0.03, 0.07, 0.06], [-0.03, 0.14, -0.01], [-0.03, 0.07, -0.06], [-0.01, 0.02, -0.08], [-0.06, -0.05, 0.02], [-0.04, -0.07, -0.03], [-0.01, -0.02, 0.00], [-0.02, -0.06, 0.05], [0.08, -0.04, 0.02], [0.05, -0.05, -0.06]]}

***

Entry 2:
{"formula": "C20H20N4O5S", "method": "the ωB97M-V functional and the def2-TZVPD basis", "energy_ev": -48098.3896, "smiles": "O=C(Cn1cnc2ccccc2c1=O)Nc1ccc(S(=O)(=O)N2CCOCC2)cc1", "de_lowest_ev": 1.092, "homo_lumo_gap_ev": 8.97, "e_homo_ev": -9.00, "elements": ["O", "C", "C", "N", "C", "N", "C", "C", "C", "C", "C", "C", "C", "O", "N", "C", "C", "C", "C", "S", "O", "O", "N", "C", "C", "O", "C", "C", "C", "C", "H", "H", "H", "H", "H", "H", "H", "H", "H", "H", "H", "H", "H", "H", "H", "H", "H", "H", "H", "H"], "positions_angstrom": [[1.4927, 0.3787, 2.9789], [1.8605, -0.1365, 1.9493], [3.2024, -0.8911, 1.8590], [3.0109, -2.3250, 1.7441], [3.0629, -3.1208, 2.8512], [2.9450, -4.3899, 2.8608], [2.7582, -5.0310, 1.6640], [2.6519, -6.4255, 1.6392], [2.4655, -7.0769, 0.4419], [2.3786, -6.3623, -0.7540], [2.4779, -4.9908, -0.7498], [2.6710, -4.3109, 0.4568], [2.7680, -2.8640, 0.4845], [2.6473, -2.1283, -0.4877], [1.2034, -0.1394, 0.7653], [-0.0351, 0.4171, 0.4570], [-0.5022, 0.2491, -0.8498], [-1.7139, 0.7909, -1.2280], [-2.4654, 1.4921, -0.3019], [-3.9944, 2.2702, -0.8171], [-4.5264, 1.5510, -1.9361], [-4.8127, 2.4870, 0.3364], [-3.5506, 3.7790, -1.3765], [-2.9100, 3.8424, -2.6736], [-1.4333, 4.1976, -2.5288], [-1.2512, 5.4540, -1.8984], [-2.3229, 5.8468, -1.0627], [-2.9774, 4.6556, -0.3726], [-2.0242, 1.6477, 0.9988], [-0.8068, 1.1153, 1.3851], [3.7751, -0.6791, 2.7631], [3.7533, -0.5483, 0.9779], [3.2188, -2.6115, 3.7930], [2.7211, -6.9606, 2.5725], [2.3845, -8.1535, 0.4240], [2.2316, -6.8906, -1.6836], [2.4137, -4.4145, -1.6603], [1.6501, -0.6636, 0.0072], [0.0925, -0.3091, -1.5580], [-2.0989, 0.6617, -2.2269], [-3.0450, 2.8750, -3.1560], [-3.4135, 4.6020, -3.2826], [-0.9533, 4.2695, -3.5086], [-0.9220, 3.4164, -1.9442], [-3.0787, 6.3911, -1.6456], [-1.8925, 6.5270, -0.3241], [-2.2189, 4.1291, 0.2249], [-3.7804, 4.9789, 0.2923], [-2.6546, 2.1661, 1.7038], [-0.4525, 1.2321, 2.3957]], "atomic_forces_ev_per_a": [[-0.07, 0.12, 0.28], [0.53, -0.24, -0.11], [-0.05, 0.46, 0.05], [-0.04, -0.15, -0.48], [0.03, -0.29, 0.38], [0.09, -0.04, 0.67], [-0.07, 0.17, -0.73], [-0.01, -0.01, -0.09], [0.02, 0.03, 0.17], [0.00, 0.14, -0.15], [0.01, 0.04, -0.01], [-0.01, -0.42, 0.25], [0.02, 0.07, 0.07], [0.12, -0.05, -0.21], [0.01, -0.13, -0.52], [-0.37, 0.22, 0.08], [-0.05, 0.08, 0.08], [0.08, -0.11, -0.08], [-0.71, 0.32, -0.14], [0.03, 0.27, -0.18], [0.30, -0.06, -0.12], [0.30, 0.12, 0.24], [-0.50, -0.94, 0.36], [0.37, 0.08, -0.51], [-0.02, -0.28, -0.10], [0.09, 0.11, -0.02], [-0.18, -0.05, 0.13], [0.12, 0.42, 0.49], [-0.03, -0.05, -0.01], [0.06, 0.01, 0.11], [-0.13, -0.01, -0.12], [-0.01, -0.08, 0.17], [0.02, 0.20, 0.02], [0.00, -0.05, 0.11], [-0.01, -0.09, 0.02], [-0.01, -0.03, -0.08], [-0.01, 0.02, -0.08], [0.00, 0.12, 0.33], [0.05, -0.06, -0.09], [0.02, -0.08, -0.15], [0.09, 0.13, -0.20], [0.05, -0.14, -0.01], [-0.07, -0.10, 0.07], [-0.06, 0.10, -0.12], [0.06, 0.00, 0.08], [-0.18, -0.07, -0.02], [-0.01, 0.14, -0.01], [0.17, 0.10, 0.05], [-0.01, 0.05, 0.14], [-0.01, 0.00, 0.00]]}